{"formula": "C21H24N2OP2STm", "method": "wB97M-V/def2-TZVPD", "charge": 1, "fmax_ha_per_bohr": 0.065, "relative_energy_ev": 0.728, "gap_ev": [7.35, 7.40], "multiplicity": 3, "homo_energy_ev": [-10.62, -10.61], "e_lumo_ev": [-3.27, -3.21], "elements": ["C", "C", "C", "C", "C", "C", "C", "C", "C", "C", "C", "C", "C", "H", "H", "H", "H", "H", "H", "H", "N", "Tm", "C", "H", "H", "C", "H", "H", "P", "P", "C", "H", "H", "H", "C", "H", "H", "H", "C", "H", "H", "H", "C", "H", "H", "H", "C", "O", "H", "S", "C", "N"], "positions_angstrom": [[-1.587, -1.590, -3.186], [-0.867, -0.817, -2.280], [-1.475, -0.527, -1.028], [-2.803, -0.855, -0.779], [-3.485, -1.672, -1.677], [-2.875, -2.041, -2.877], [-3.384, -0.476, 0.578], [-2.714, 0.771, 1.150], [-1.386, 1.007, 0.811], [-0.697, 2.150, 1.309], [-1.338, 2.937, 2.261], [-2.630, 2.624, 2.696], [-3.323, 1.552, 2.132], [-1.137, -1.822, -4.155], [-4.490, -2.013, -1.418], [-3.408, -2.673, -3.586], [-4.457, -0.282, 0.469], [-0.816, 3.812, 2.658], [-3.102, 3.233, 3.466], [-4.333, 1.291, 2.454], [-0.720, 0.042, 0.020], [0.713, -1.086, 0.908], [0.523, -0.300, -2.597], [0.592, 0.778, -2.379], [0.778, -0.472, -3.651], [0.705, 2.487, 0.820], [0.751, 2.456, -0.282], [1.018, 3.481, 1.171], [1.853, -1.111, -1.573], [1.977, 1.277, 1.436], [2.076, 1.723, 3.197], [2.451, 0.842, 3.736], [2.775, 2.560, 3.323], [1.088, 1.989, 3.593], [3.549, 1.895, 0.770], [3.933, 2.694, 1.419], [4.255, 1.053, 0.768], [3.429, 2.262, -0.259], [1.932, -2.747, -2.385], [2.523, -2.676, -3.307], [2.407, -3.447, -1.687], [0.925, -3.117, -2.607], [3.382, -0.332, -2.182], [4.153, -0.458, -1.408], [3.712, -0.829, -3.105], [3.237, 0.741, -2.362], [-3.124, -1.575, 1.494], [-2.052, -1.986, 1.886], [-4.178, -1.829, 1.643], [2.894, -2.343, 2.402], [1.835, -3.138, 1.464], [0.914, -3.445, 0.738]], "nbo_charge": [-0.185, -0.060, 0.122, 0.048, -0.209, -0.208, -0.385, -0.020, 0.138, -0.056, -0.199, -0.210, -0.179, 0.222, 0.223, 0.232, 0.238, 0.223, 0.232, 0.223, -0.909, 1.729, -0.694, 0.244, 0.245, -0.699, 0.248, 0.245, 0.788, 0.778, -0.936, 0.253, 0.247, 0.262, -0.930, 0.254, 0.255, 0.252, -0.925, 0.240, 0.258, 0.262, -0.929, 0.250, 0.254, 0.247, 0.489, -0.534, 0.144, -0.051, 0.003, -0.534]}


{"formula": "C21H24N3O2Pd", "method": "wB97M-V/def2-TZVPD", "charge": 1, "fmax_ha_per_bohr": 0.013, "gap_ev": 5.68, "multiplicity": 1, "homo_energy_ev": -10.97, "e_lumo_ev": -5.30, "elements": ["Pd", "C", "C", "O", "C", "C", "C", "N", "N", "C", "O", "C", "C", "C", "C", "C", "C", "H", "H", "H", "H", "H", "H", "H", "H", "H", "H", "H", "H", "C", "N", "C", "C", "C", "C", "C", "C", "C", "C", "H", "H", "H", "H", "H", "H", "H", "H", "H", "H", "H", "H"], "positions_angstrom": [[-0.597, -0.428, -0.780], [-4.686, -1.537, 0.454], [-3.192, -1.542, 0.451], [-2.569, -1.453, -0.596], [-2.551, -1.744, 1.787], [-1.256, -1.832, 2.128], [-0.811, -2.217, 3.502], [-0.259, -1.569, 1.137], [0.905, -1.714, 1.534], [1.900, -1.435, 0.483], [1.568, -1.050, -0.623], [3.275, -1.692, 0.882], [4.279, -1.582, -0.088], [5.595, -1.792, 0.264], [5.919, -2.104, 1.582], [4.928, -2.224, 2.546], [3.603, -2.024, 2.202], [-5.061, -1.315, -0.540], [-5.055, -0.803, 1.174], [-5.054, -2.514, 0.777], [-3.257, -1.905, 2.592], [-1.641, -2.147, 4.199], [0.010, -1.590, 3.843], [-0.447, -3.246, 3.492], [4.006, -1.335, -1.105], [6.374, -1.718, -0.483], [6.955, -2.250, 1.858], [5.189, -2.480, 3.563], [2.826, -2.118, 2.945], [-0.505, 4.183, -0.553], [-1.115, 3.014, 0.049], [-0.213, 2.124, 0.711], [-2.122, 2.360, -0.763], [-1.610, 1.890, -2.121], [-1.876, 2.652, -3.259], [-1.379, 2.292, -4.502], [-0.589, 1.159, -4.637], [-0.306, 0.380, -3.521], [-0.816, 0.769, -2.297], [0.081, 4.711, 0.198], [-1.289, 4.856, -0.903], [0.149, 3.951, -1.406], [0.560, 2.684, 1.237], [0.329, 1.443, 0.002], [-0.750, 1.514, 1.443], [-2.945, 3.057, -0.928], [-2.519, 1.519, -0.185], [-2.500, 3.533, -3.160], [-1.611, 2.895, -5.369], [-0.196, 0.876, -5.604], [0.322, -0.499, -3.612]], "nbo_charge": [0.821, -0.716, 0.589, -0.579, -0.268, 0.218, -0.672, -0.186, -0.175, 0.639, -0.578, -0.140, -0.157, -0.198, -0.137, -0.218, -0.157, 0.257, 0.249, 0.258, 0.234, 0.241, 0.247, 0.252, 0.240, 0.233, 0.231, 0.233, 0.234, -0.416, -0.427, -0.396, -0.228, -0.141, -0.126, -0.228, -0.186, -0.271, -0.036, 0.210, 0.209, 0.180, 0.230, 0.135, 0.192, 0.220, 0.190, 0.208, 0.227, 0.227, 0.230]}


{"formula": "C21H24N3O2RuS2", "method": "wB97M-V/def2-TZVPD", "charge": -2, "fmax_ha_per_bohr": 0.009, "relative_energy_ev": 0.000, "gap_ev": [3.54, 4.62], "multiplicity": 2, "homo_energy_ev": [1.22, 0.14], "e_lumo_ev": [4.76, 4.76], "elements": ["Ru", "O", "C", "N", "C", "O", "C", "C", "C", "C", "C", "N", "C", "C", "C", "C", "C", "N", "H", "H", "H", "H", "H", "H", "H", "H", "C", "C", "S", "C", "C", "S", "H", "H", "H", "H", "H", "H", "C", "C", "C", "C", "C", "H", "H", "H", "H", "H", "H", "H", "H", "H", "H"], "positions_angstrom": [[-0.470, -0.042, -0.297], [3.252, -1.881, 0.514], [2.123, -1.634, 0.104], [1.606, -0.505, -0.455], [2.399, 0.459, -1.116], [3.636, 0.426, -1.213], [1.574, 1.466, -1.732], [2.132, 2.499, -2.515], [1.330, 3.413, -3.136], [-0.087, 3.299, -2.983], [-0.583, 2.278, -2.207], [0.189, 1.373, -1.582], [0.262, -2.370, 1.507], [0.663, -2.753, 2.789], [-0.094, -2.360, 3.874], [-1.236, -1.612, 3.673], [-1.533, -1.206, 2.376], [-0.778, -1.538, 1.329], [3.211, 2.519, -2.600], [1.762, 4.202, -3.742], [-0.772, 3.992, -3.455], [-1.645, 2.144, -2.055], [1.572, -3.320, 2.915], [0.211, -2.643, 4.876], [-1.864, -1.289, 4.493], [-2.369, -0.560, 2.153], [-4.963, 1.097, 0.885], [-3.713, 0.603, 0.192], [-2.171, 1.379, 0.602], [-3.743, -0.380, -0.713], [-5.031, -1.067, -1.107], [-2.262, -0.904, -1.546], [-4.744, 2.002, 1.455], [-5.362, 0.355, 1.590], [-5.772, 1.328, 0.182], [-5.823, -0.352, -1.360], [-5.416, -1.699, -0.297], [-4.869, -1.712, -1.973], [2.334, -4.812, 1.069], [1.432, -4.174, 0.007], [0.143, -4.994, -0.105], [2.171, -4.213, -1.335], [1.012, -2.705, 0.248], [2.729, -5.759, 0.685], [1.784, -5.041, 1.984], [3.172, -4.153, 1.300], [0.373, -6.045, -0.311], [-0.494, -4.610, -0.906], [-0.433, -4.947, 0.824], [2.282, -5.252, -1.667], [3.159, -3.759, -1.249], [1.615, -3.664, -2.100], [0.298, -2.468, -0.541]], "nbo_charge": [0.352, -0.662, 0.717, -0.758, 0.585, -0.694, -0.042, -0.198, -0.280, -0.375, 0.076, -0.445, 0.278, -0.277, -0.180, -0.296, 0.086, -0.409, 0.215, 0.176, 0.185, 0.216, 0.221, 0.192, 0.202, 0.241, -0.635, -0.233, -0.263, -0.205, -0.637, -0.204, 0.212, 0.185, 0.185, 0.184, 0.189, 0.212, -0.628, -0.011, -0.609, -0.613, -0.389, 0.186, 0.191, 0.248, 0.184, 0.222, 0.205, 0.181, 0.234, 0.217, 0.267]}


{"formula": "C21H24N4O3", "method": "wB97M-V/def2-TZVPD", "charge": 0, "fmax_ha_per_bohr": 0.335, "relative_energy_ev": 21.639, "gap_ev": 8.56, "multiplicity": 1, "homo_energy_ev": -7.93, "e_lumo_ev": 0.63, "elements": ["C", "H", "O", "C", "C", "C", "C", "C", "C", "H", "H", "N", "C", "N", "C", "C", "C", "C", "C", "C", "H", "H", "C", "O", "N", "H", "C", "H", "H", "C", "N", "C", "C", "O", "C", "H", "C", "H", "H", "H", "H", "H", "H", "H", "H", "H", "H", "H", "H", "H", "H", "H"], "positions_angstrom": [[-9.289, -0.263, -0.590], [-9.280, -1.189, -0.086], [-7.994, -0.165, -1.458], [-6.908, -0.333, -0.805], [-6.785, -0.535, 0.451], [-5.599, -0.481, 1.211], [-4.505, -0.506, 0.519], [-4.587, -0.313, -1.155], [-5.877, -0.265, -1.683], [-5.918, -0.301, -2.667], [-3.752, -0.151, -1.649], [-3.242, -0.331, 0.827], [-2.723, -1.415, 1.851], [-1.482, -1.012, 2.337], [-1.011, -0.154, 1.330], [0.203, 0.374, 1.516], [0.543, 1.229, 0.495], [-0.565, 1.785, -0.314], [-1.692, 1.416, -0.409], [-2.052, 0.345, 0.696], [-2.630, 1.673, -1.076], [-0.413, 2.730, -0.931], [1.824, 2.177, 0.340], [1.879, 3.236, 0.000], [2.897, 1.502, 0.444], [2.846, 0.394, 0.942], [4.259, 1.635, 0.541], [4.213, 3.071, 0.482], [4.755, 1.487, 1.529], [4.973, 1.307, -0.684], [5.504, 0.123, -0.822], [4.515, -1.099, -0.748], [5.283, -2.336, -0.990], [6.357, -2.730, -0.219], [7.255, -1.597, -0.294], [8.159, -1.567, 0.407], [6.659, -0.199, -0.074], [7.344, 0.631, 0.232], [6.327, -0.216, 1.179], [7.542, -1.323, -1.236], [4.673, -3.311, -0.706], [5.418, -2.245, -1.826], [3.595, -0.945, -1.249], [4.142, -1.319, 0.447], [4.109, 1.477, -1.643], [5.918, 1.968, -0.986], [1.107, -0.028, 2.137], [-3.289, -2.073, 2.465], [-5.407, -0.330, 2.130], [-7.797, -0.303, 1.308], [-10.125, -0.172, -1.449], [-9.377, 0.650, -0.065]], "nbo_charge": [-0.269, 0.203, -0.478, 0.248, -0.263, -0.226, 0.170, -0.149, -0.217, 0.217, 0.183, -0.390, 0.142, -0.390, -0.027, -0.149, -0.121, -0.255, -0.176, 0.178, 0.222, 0.238, 0.690, -0.571, -0.619, 0.363, -0.238, 0.180, 0.231, -0.202, -0.476, -0.233, -0.047, -0.483, -0.111, 0.205, -0.235, 0.250, 0.096, 0.170, 0.190, 0.125, 0.234, 0.136, 0.189, 0.215, 0.233, 0.206, 0.213, 0.197, 0.205, 0.196]}